Record 1
{"formula": "C21H28BrClN3O3S4", "method": "ωB97M-V/def2-TZVPD", "species": ["C", "C", "S", "C", "C", "C", "C", "C", "C", "S", "O", "O", "Cl", "C", "C", "N", "C", "S", "C", "N", "C", "S", "N", "C", "C", "O", "Br", "H", "H", "H", "H", "H", "H", "H", "H", "H", "H", "H", "H", "H", "H", "H", "H", "H", "H", "H", "H", "H", "H", "C", "C", "C", "C", "C", "C", "H", "H", "H", "H", "H", "H"], "xyz": [[1.2755, -2.5118, 1.6891], [-0.2977, -3.0716, 1.6433], [-1.4486, -1.6898, 2.1830], [-2.4940, -1.2820, 0.6563], [-2.1228, 0.1936, -0.0099], [-0.5602, 0.1269, -0.5264], [0.0216, 1.6004, -1.0364], [-0.0648, 1.7978, -2.6621], [1.2605, 2.4783, -3.3501], [1.7333, 4.1590, -2.6718], [1.8776, 4.2316, -1.1329], [3.1674, 4.4732, -3.2520], [0.5129, 5.7379, -3.4000], [-2.4889, 1.2473, 1.2363], [-3.7150, 2.1248, 0.5947], [-4.0179, 3.5143, 1.1052], [-3.3594, 3.7502, 2.3124], [-2.2359, 4.5008, 3.3997], [-3.4385, 1.9131, -1.0368], [-4.6935, 2.5064, -1.6415], [-4.3034, 3.7224, -2.1753], [-3.6592, 5.1056, -2.9905], [-3.2096, 0.4151, -1.0759], [-3.0876, -0.3030, -2.4011], [-4.5022, -0.2863, -3.2931], [-5.6117, -0.8621, -2.7824], [-4.4211, 0.5655, -5.1107], [1.3327, -1.4031, 2.1064], [1.8362, -3.2497, 2.4260], [1.7576, -2.5242, 0.6106], [-0.4609, -3.9986, 2.3517], [-0.5130, -3.3603, 0.5221], [-3.6272, -1.3529, 0.9818], [-2.3087, -2.1336, -0.1325], [0.2042, -0.2221, 0.3211], [-0.4135, -0.6654, -1.4072], [1.1555, 1.6586, -0.7056], [-0.5713, 2.4138, -0.4328], [-0.1482, 0.7002, -3.1246], [-1.0750, 2.3366, -2.9989], [2.1564, 1.6906, -3.3709], [0.9873, 2.6448, -4.5000], [-3.0285, 0.7418, 2.1738], [-1.4918, 1.8232, 1.5416], [-4.7205, 1.5353, 0.8053], [-2.5966, 2.6402, -1.4190], [-4.1127, 0.0459, -0.6960], [-2.2457, 0.0985, -3.1088], [-2.8927, -1.4568, -2.1733], [5.3252, -4.3830, 2.0656], [5.0003, -3.0271, 2.0360], [5.5594, -2.1547, 2.9694], [6.4518, -2.6371, 3.9272], [6.7795, -3.9923, 3.9544], [6.2133, -4.8663, 3.0268], [4.8867, -5.0632, 1.3401], [4.3102, -2.6501, 1.2853], [5.3008, -1.0995, 2.9502], [6.8914, -1.9565, 4.6516], [7.4763, -4.3678, 4.6998], [6.4646, -5.9230, 3.0517]], "forces_ev_per_a": [[-0.2, -0.5, 0.5], [1.2, -0.1, -1.0], [-0.5, -0.4, -1.4], [-0.1, -0.8, -1.0], [0.8, -2.8, 3.4], [0.7, 0.8, -0.8], [0.2, -0.4, 0.4], [-0.5, -0.6, 0.0], [-2.0, -1.6, -1.8], [8.6, 1.8, 3.0], [-2.3, -0.8, -5.0], [-6.0, -1.5, 1.0], [0.3, -1.6, 0.5], [-0.5, 0.4, -0.5], [0.3, -1.9, 0.0], [4.5, -0.4, 6.3], [0.7, 2.0, -4.1], [-4.2, -2.9, -3.4], [-0.8, 4.4, 1.8], [3.1, 5.7, -3.3], [0.0, -2.3, -0.4], [-2.5, -4.9, 3.1], [-0.9, 1.0, -0.7], [0.2, -1.4, -2.4], [-5.5, -2.9, 3.5], [7.9, 4.2, -3.5], [0.0, -1.0, 2.2], [-0.2, -2.5, -0.8], [-0.8, 1.8, -1.7], [-1.0, -0.1, 2.3], [0.3, 2.0, -1.5], [0.1, 0.4, 2.4], [2.2, 0.4, -0.7], [-0.3, 1.5, 1.5], [-2.4, 0.7, -1.5], [-0.6, 1.6, 1.9], [-2.4, 0.0, -0.7], [1.4, -1.3, -1.3], [0.4, 2.4, 0.8], [2.3, -0.9, 0.7], [-1.5, 2.4, 0.6], [0.7, 0.0, 2.5], [1.9, 0.7, -2.0], [-2.5, -1.1, -0.6], [1.9, 0.9, -0.6], [-0.7, -2.5, 1.0], [0.7, 0.0, 0.0], [-1.6, -0.5, 1.8], [-0.4, 2.6, -0.4], [0.1, 0.1, 0.1], [0.1, -0.1, 0.2], [0.0, -0.2, 0.0], [-0.1, -0.1, -0.1], [-0.1, 0.1, -0.1], [-0.1, 0.2, 0.0], [0.1, 0.1, 0.1], [0.1, 0.0, 0.1], [0.1, -0.1, 0.0], [-0.1, -0.1, -0.1], [-0.1, 0.1, -0.1], [0.0, 0.2, 0.0]], "charge": 1}

=====

Record 2
{"formula": "C21H28Cl2N4OP2", "method": "ωB97M-V/def2-TZVPD", "species": ["C", "P", "O", "C", "C", "N", "C", "C", "C", "C", "N", "C", "C", "C", "C", "C", "C", "N", "C", "C", "C", "C", "C", "C", "C", "P", "N", "H", "H", "H", "H", "H", "H", "H", "H", "H", "H", "H", "H", "H", "H", "H", "H", "H", "H", "H", "H", "H", "H", "H", "H", "H", "H", "Cl", "C", "Cl", "H", "H"], "xyz": [[-0.0792, -3.6478, 1.6134], [0.8255, -2.7463, 0.2542], [-0.1822, -2.6911, -1.0675], [1.1379, -1.0008, 0.9783], [1.9494, -1.3123, 2.2146], [2.5414, -1.5641, 3.1808], [-0.1318, -0.2566, 1.5154], [-1.4414, -0.4973, 0.7388], [-2.6327, 0.2914, 1.3703], [-3.7076, 0.7215, 0.3676], [-4.4585, -0.3729, -0.2618], [-4.3038, -1.7164, -0.2391], [-5.2790, -2.2685, -1.0480], [-6.0758, -1.1766, -1.5538], [-5.5261, -0.0297, -1.0264], [2.1090, -0.0890, 0.0720], [2.8899, 0.7405, 1.0605], [3.4148, 1.4312, 1.8363], [1.4373, 0.7410, -1.0489], [0.6992, 2.0180, -0.6628], [-0.6478, 2.1379, -1.0620], [-1.3760, 3.2719, -0.7601], [-0.8295, 4.3441, -0.0524], [0.5049, 4.2554, 0.3180], [1.2310, 3.1108, 0.0036], [3.4224, -1.2571, -0.6544], [3.0485, -1.8800, -2.0540], [0.0859, -4.7148, 1.3883], [0.3935, -3.4568, 2.5844], [-1.1683, -3.4974, 1.5960], [0.0680, -2.0052, -1.6946], [0.0363, 0.8282, 1.6538], [-0.3063, -0.6360, 2.5387], [-1.6950, -1.5601, 0.8836], [-1.3723, -0.3691, -0.3484], [-2.1860, 1.2264, 1.7626], [-3.0205, -0.2431, 2.2490], [-3.3148, 1.3715, -0.4236], [-4.4482, 1.3180, 0.9306], [-3.5464, -2.2483, 0.3223], [-5.4209, -3.3229, -1.2696], [-6.9248, -1.2784, -2.2220], [-5.8566, 0.9970, -1.1629], [2.2346, 1.0267, -1.7612], [0.7494, 0.0943, -1.6113], [-1.0934, 1.3146, -1.6262], [-2.4141, 3.3121, -1.0994], [-1.4627, 5.2009, 0.1789], [0.9582, 5.0820, 0.8672], [2.2782, 3.0810, 0.3121], [3.6824, -2.2765, 0.3022], [4.6128, -0.4741, -0.7032], [2.1225, -1.5773, -2.3361], [6.3669, 1.4068, -0.6485], [7.7506, 0.3533, -0.9713], [8.3820, 0.5918, -2.6032], [8.5336, 0.5784, -0.2558], [7.4358, -0.6798, -0.8651]], "forces_ev_per_a": [[-0.5, -0.1, -1.0], [1.9, -1.0, -0.1], [-0.6, 0.4, 1.2], [-0.4, 0.8, 1.1], [0.1, -0.6, 0.3], [-0.8, 0.2, -1.2], [-0.4, 0.3, 0.2], [-0.5, -0.8, 0.7], [1.3, 0.6, -0.6], [-0.4, -0.4, 1.0], [0.3, 1.5, 0.5], [-0.2, -1.1, -0.4], [-0.4, 0.5, -0.2], [0.6, -0.8, 0.3], [-1.0, -0.4, -0.9], [0.8, -0.6, 1.6], [-0.1, 1.2, 0.2], [-0.6, -1.2, -1.3], [0.7, 0.5, -0.1], [-1.4, 0.0, -0.2], [0.7, -0.3, 0.0], [-0.7, 0.2, -0.2], [-0.1, -0.5, -0.2], [-0.4, 0.2, 0.1], [1.3, 0.0, 0.4], [-0.1, -0.6, -1.3], [-0.2, 0.6, 0.5], [0.0, 0.4, 0.0], [-0.2, 0.2, -0.3], [0.3, 0.1, 0.4], [0.1, -0.2, -0.1], [0.2, -0.4, -0.2], [0.0, 0.1, -0.4], [0.3, 0.3, -0.3], [0.0, 0.3, 0.4], [-0.4, -0.2, -0.1], [-0.1, 0.1, -0.4], [0.2, -0.3, 0.3], [0.3, -0.1, -0.3], [-0.1, 0.4, -0.1], [0.1, 0.3, 0.2], [0.2, 0.2, 0.2], [0.3, -0.2, 0.2], [-0.3, -0.2, 0.2], [0.2, 0.1, 0.2], [0.0, 0.4, 0.1], [0.3, 0.1, 0.1], [0.3, -0.1, 0.0], [0.1, -0.3, -0.2], [-0.3, 0.1, -0.1], [0.0, 0.7, 0.2], [-0.5, -0.2, 0.4], [0.2, -0.2, -0.4], [0.1, 0.1, 0.1], [0.1, -0.1, 0.0], [0.0, -0.1, 0.0], [0.0, 0.1, 0.0], [-0.1, 0.0, -0.1]]}

=====

Record 3
{"formula": "C21H28Cl4Ge2N6O4S2Ti", "method": "ωB97M-V/def2-TZVPD", "species": ["Ti", "S", "C", "N", "C", "C", "C", "C", "C", "C", "S", "H", "H", "H", "H", "N", "C", "N", "C", "N", "C", "C", "N", "C", "C", "N", "H", "H", "H", "H", "H", "Cl", "Ge", "Cl", "Cl", "C", "C", "C", "C", "Ge", "C", "C", "C", "C", "H", "H", "H", "H", "H", "H", "H", "H", "H", "H", "H", "H", "H", "H", "H", "H", "H", "H", "H", "O", "Cl", "O", "O", "O"], "xyz": [[1.5919, -1.8534, 1.6195], [3.3888, -1.6306, 3.3793], [2.5962, -0.1209, 3.3202], [1.4393, -0.1227, 2.6675], [0.8139, 1.1195, 2.6970], [-0.4567, 1.4273, 2.2217], [-0.9190, 2.7220, 2.3676], [-0.1369, 3.6996, 2.9849], [1.1133, 3.3949, 3.4919], [1.5755, 2.0948, 3.3501], [3.0703, 1.4065, 3.9413], [-1.0684, 0.6487, 1.7855], [-1.9081, 2.9814, 2.0140], [-0.5225, 4.7040, 3.0923], [1.7129, 4.1445, 3.9906], [-1.7856, -3.5396, -0.5460], [-0.5337, -3.0908, -0.6109], [-0.1912, -2.6522, 0.5869], [-1.3010, -2.8879, 1.3572], [-2.2865, -3.4222, 0.6896], [-1.2353, -2.6305, 2.7809], [-2.2626, -2.9197, 3.6738], [-2.1242, -2.6800, 4.9663], [-0.9649, -2.1944, 5.3855], [0.0851, -1.9423, 4.5083], [-0.0608, -2.1401, 3.2005], [-2.3436, -3.9707, -1.2687], [0.0856, -3.1042, -1.4920], [-3.1937, -3.3503, 3.3262], [-0.8661, -1.9968, 6.4453], [1.0452, -1.5982, 4.8648], [2.5936, -2.9131, -0.3094], [3.8394, -4.4679, 1.1111], [3.1326, -6.2116, 0.1100], [1.7446, -4.0917, 2.3578], [-3.4645, 0.6405, -3.5506], [-3.0163, 1.6440, -2.4917], [-2.8154, 1.0269, -1.1038], [-1.6691, 0.0135, -1.0862], [-0.0175, 0.9055, -1.7389], [0.4663, 0.3335, -3.5825], [1.7069, 0.7959, -4.3373], [1.7176, 2.2795, -4.7152], [1.7842, 3.2243, -3.5100], [-3.6721, 1.1411, -4.4950], [-4.3788, 0.1394, -3.2294], [-2.7068, -0.1223, -3.7437], [-3.7542, 2.4434, -2.4239], [-2.0703, 2.1203, -2.8070], [-3.7364, 0.5347, -0.7817], [-2.6055, 1.8270, -0.3885], [-1.8903, -0.8322, -1.7394], [-1.4838, -0.3717, -0.0854], [0.1938, 2.2465, -1.0301], [-0.4394, 0.6426, -4.1209], [0.4374, -0.7568, -3.5026], [1.7339, 0.2067, -5.2573], [2.6068, 0.5596, -3.7747], [0.8376, 2.5111, -5.3203], [2.5854, 2.4467, -5.3531], [0.7922, 3.4477, -3.1100], [2.2316, 4.1762, -3.7900], [2.3974, 2.7933, -2.7157], [3.3238, -0.5490, 0.8240], [2.5693, 0.2774, -0.0713], [2.5108, 1.6055, 0.3761], [2.9898, 0.1614, -1.4057], [1.1682, -0.3234, 0.0014]], "forces_ev_per_a": [[0.1, -0.1, 0.5], [-0.5, -0.4, -0.3], [-0.2, 0.4, 0.2], [0.5, 0.8, 0.5], [-0.2, 0.3, 0.1], [0.1, -0.1, 0.0], [0.0, -0.1, 0.0], [0.1, 0.0, 0.0], [0.0, 0.1, 0.0], [0.0, -0.3, 0.0], [-0.1, -0.2, -0.1], [-0.1, 0.0, -0.1], [0.0, 0.0, 0.0], [0.0, 0.0, 0.0], [0.0, 0.0, 0.0], [0.2, 0.0, -0.2], [-0.1, 0.0, -0.1], [-0.1, 0.1, 0.6], [0.1, -0.1, -0.4], [-0.2, 0.0, 0.3], [-0.1, 0.0, 0.3], [0.2, 0.1, -0.2], [-0.2, 0.0, 0.2], [0.0, 0.0, -0.1], [0.0, 0.1, 0.1], [-0.2, -0.2, -0.2], [0.0, 0.0, -0.1], [0.0, 0.0, 0.0], [0.0, 0.0, 0.0], [0.1, 0.0, 0.0], [0.0, 0.1, 0.0], [0.1, -0.1, -0.6], [0.6, -0.2, 0.2], [-0.1, -0.4, -0.2], [0.0, -0.6, 0.3], [0.1, 0.1, 0.1], [0.0, -0.2, 0.1], [0.0, 0.1, -0.1], [0.4, 0.2, -0.3], [-1.0, -0.6, -0.3], [0.2, 0.1, 0.7], [-0.1, 0.3, -0.1], [0.0, -0.1, 0.2], [0.0, -0.1, -0.2], [0.0, 0.0, 0.0], [0.0, 0.0, 0.0], [0.0, 0.0, 0.0], [0.1, 0.1, 0.0], [-0.1, 0.1, -0.1], [0.0, 0.0, 0.0], [0.0, 0.0, 0.1], [0.0, 0.0, 0.0], [0.0, 0.0, 0.0], [0.3, -0.2, -0.1], [-0.1, 0.0, 0.1], [-0.1, 0.0, 0.0], [0.1, 0.0, 0.0], [0.1, -0.1, 0.0], [0.0, 0.0, -0.1], [0.0, 0.0, 0.0], [0.0, 0.0, 0.1], [-0.1, 0.0, 0.0], [0.1, 0.0, 0.1], [0.3, -0.5, 0.4], [0.3, 1.2, -0.8], [0.0, 0.4, 0.1], [0.1, -0.1, -0.4], [-0.4, 0.0, -0.3]], "charge": 2, "relative_energy_kj_mol": 111.82}

=====

Record 4
{"formula": "C21H28N2O3", "method": "ωB97M-V/def2-TZVPD", "species": ["C", "O", "C", "C", "C", "C", "C", "C", "N", "C", "C", "C", "C", "C", "N", "C", "C", "O", "C", "C", "C", "O", "C", "C", "C", "C", "H", "H", "H", "H", "H", "H", "H", "H", "H", "H", "H", "H", "H", "H", "H", "H", "H", "H", "H", "H", "H", "H", "H", "H", "H", "H", "H", "H"], "xyz": [[0.9813, -2.7124, 3.0785], [1.3992, -1.4077, 3.4129], [1.7190, -0.5558, 2.4028], [1.9010, -0.9213, 1.0734], [2.2381, 0.0371, 0.1337], [2.3881, 1.3721, 0.4779], [2.6428, 2.4217, -0.5693], [1.4249, 2.4995, -1.5131], [0.2103, 2.3616, -0.7409], [-0.3941, 3.5889, -0.2859], [-1.3177, 3.2850, 0.8917], [-2.3699, 2.2568, 0.4874], [-1.6733, 1.0135, -0.0610], [-2.6880, -0.0588, -0.4751], [-2.0371, -1.2422, -1.0120], [-2.1843, -1.5045, -2.4211], [-1.4148, -2.0636, -0.1376], [-1.5051, -1.9138, 1.0708], [-0.5724, -3.1496, -0.6938], [0.4375, -3.0680, -1.6976], [1.0226, -4.2932, -1.7390], [0.4555, -5.1218, -0.8463], [-0.4928, -4.4249, -0.2079], [-0.7693, 1.4251, -1.2251], [2.2143, 1.7252, 1.8100], [1.8943, 0.7808, 2.7615], [1.7934, -3.2927, 2.6266], [0.6929, -3.1772, 4.0202], [0.1202, -2.6847, 2.4046], [1.7784, -1.9463, 0.7603], [2.3854, -0.2699, -0.8926], [3.5367, 2.1884, -1.1524], [2.7962, 3.3857, -0.0831], [1.4817, 1.6760, -2.2287], [1.4505, 3.4379, -2.0885], [0.3965, 4.2709, 0.0323], [-0.9713, 4.0839, -1.0930], [-1.7953, 4.2046, 1.2349], [-0.7157, 2.8775, 1.7047], [-2.9883, 1.9936, 1.3471], [-3.0214, 2.6799, -0.2830], [-1.0321, 0.5956, 0.7200], [-3.2642, -0.3522, 0.4079], [-3.3688, 0.3343, -1.2328], [-1.8425, -2.5097, -2.6552], [-3.2392, -1.4276, -2.6970], [-1.6201, -0.7867, -3.0224], [0.6983, -2.2088, -2.2800], [1.8219, -4.6844, -2.3366], [-1.0582, -4.9232, 0.5537], [-0.2426, 0.5460, -1.6007], [-1.3876, 1.8471, -2.0450], [2.3258, 2.7584, 2.1072], [1.7593, 1.0543, 3.7965]], "forces_ev_per_a": [[-0.1, -0.3, -0.1], [0.1, 0.3, 0.1], [0.0, 0.2, 0.0], [-0.1, -0.3, 0.2], [0.1, 0.2, 0.1], [0.3, 0.0, 0.0], [-0.2, -0.1, -0.1], [0.1, 0.1, 0.1], [-0.2, 0.1, -0.4], [0.0, 0.0, 0.3], [-0.1, 0.2, -0.2], [0.3, -0.2, 0.1], [-0.3, 0.0, -0.3], [0.2, 0.3, 0.4], [-0.1, 0.1, 0.0], [0.0, -0.1, -0.3], [0.0, -0.2, 0.0], [-0.1, 0.1, 0.3], [0.2, -0.7, 0.3], [0.2, -0.5, 0.0], [0.1, 0.8, -0.4], [0.1, -0.5, 0.1], [-0.5, 0.9, 0.1], [0.0, -0.2, 0.3], [0.1, -0.1, -0.1], [-0.1, -0.3, 0.1], [0.0, 0.0, 0.0], [0.0, 0.0, -0.1], [0.1, 0.0, 0.0], [0.0, -0.1, 0.0], [0.0, 0.0, -0.2], [0.1, 0.1, 0.0], [0.1, 0.0, 0.0], [0.0, 0.0, 0.0], [0.0, -0.1, 0.0], [0.0, 0.1, 0.0], [0.1, 0.0, 0.0], [0.0, 0.0, 0.1], [0.0, 0.0, 0.1], [-0.1, 0.0, 0.0], [-0.1, 0.0, 0.0], [0.0, 0.0, 0.0], [0.0, 0.1, -0.1], [0.0, 0.0, 0.0], [-0.1, 0.1, 0.0], [0.0, 0.0, 0.0], [0.0, 0.0, -0.1], [0.1, 0.2, -0.2], [0.1, -0.1, 0.0], [0.0, -0.2, 0.1], [0.0, 0.0, -0.1], [0.0, -0.1, 0.0], [0.0, 0.1, 0.0], [0.0, 0.0, 0.1]], "relative_energy_kj_mol": 301.65}

=====

The records above yield HOMO energy values of -10.957, -8.400, -14.142, -7.760 eV, respectively.
The records above yield frontier orbital gap values of 6.8, 8.7, 6.3, 8.4 eV, respectively.